Entry 1:
# C24H38Cl3N2O5RbS4

A structure of composition C24H38Cl3N2O5RbS4 (ωB97M-V/def2-TZVPD, the Open Molecules 2025 dataset).

Last column: Löwdin charge in e.
Element x y z (Å)
Rb (-0.082, -0.093, -0.868)  0.788
C (0.387, 2.418, 2.726)  -0.524
C (0.319, 1.110, 3.512)  -0.512
S (-0.796, -0.081, 2.727)  0.862
C (-0.690, -1.476, 3.875)  -0.536
C (0.710, -1.970, 4.222)  -0.536
S (1.657, -2.447, 2.751)  0.847
C (3.304, -1.845, 3.219)  -0.536
C (4.135, -1.487, 1.991)  -0.551
S (3.449, -0.191, 0.935)  0.851
C (3.622, 1.247, 2.026)  -0.521
C (2.937, 2.475, 1.437)  -0.525
S (1.164, 2.380, 1.092)  0.834
H (0.899, 3.168, 3.333)  0.082
H (-0.622, 2.781, 2.528)  0.063
H (-0.042, 1.332, 4.521)  0.089
H (1.308, 0.660, 3.591)  0.039
H (-1.254, -2.264, 3.371)  0.064
H (-1.213, -1.234, 4.802)  0.076
H (0.620, -2.814, 4.908)  0.075
H (1.265, -1.188, 4.740)  0.061
H (3.834, -2.603, 3.798)  0.077
H (3.176, -0.969, 3.856)  0.055
H (4.219, -2.354, 1.333)  0.062
H (5.146, -1.219, 2.305)  0.080
H (4.684, 1.478, 2.151)  0.084
H (3.217, 1.022, 3.012)  0.052
H (3.364, 2.701, 0.457)  0.060
H (3.127, 3.334, 2.085)  0.081
C (-3.666, -4.959, -0.855)  -0.039
N (-2.554, -4.235, -0.273)  -0.139
C (-1.609, -5.025, 0.499)  -0.021
C (-2.408, -2.893, -0.325)  -0.433
O (-1.501, -2.304, 0.240)  -0.066
C (-3.426, -2.098, -1.153)  -0.118
O (-3.095, -0.738, -1.221)  -0.167
C (-3.436, 0.013, -0.061)  -0.117
C (-2.943, 1.436, -0.314)  -0.453
O (-2.008, 1.876, 0.348)  -0.038
N (-3.535, 2.133, -1.304)  -0.119
C (-4.546, 1.579, -2.186)  -0.029
C (-2.974, 3.413, -1.707)  -0.018
H (-3.303, -5.904, -1.258)  0.094
H (-4.122, -4.405, -1.671)  0.080
H (-4.434, -5.178, -0.107)  0.098
H (-1.107, -5.745, -0.150)  0.096
H (-2.126, -5.567, 1.294)  0.095
H (-0.870, -4.359, 0.934)  0.076
H (-4.438, -2.239, -0.751)  0.141
H (-3.413, -2.465, -2.182)  0.138
H (-2.902, -0.362, 0.812)  0.090
H (-4.518, -0.034, 0.116)  0.132
H (-5.267, 0.981, -1.631)  0.087
H (-4.098, 0.965, -2.969)  0.100
H (-5.087, 2.403, -2.648)  0.092
H (-2.148, 3.659, -1.047)  0.092
H (-3.739, 4.190, -1.646)  0.094
H (-2.605, 3.347, -2.731)  0.085
Cl (1.808, -3.061, -0.929)  0.545
C (1.750, -2.446, -2.580)  -0.983
Cl (0.101, -2.482, -3.244)  0.530
H (2.348, -3.099, -3.204)  0.030
H (2.105, -1.415, -2.593)  -0.004
Cl (3.532, 6.070, -4.017)  0.611
C (3.095, 4.466, -3.482)  -0.688
C (4.070, 3.641, -2.896)  -0.112
C (3.739, 2.386, -2.477)  -0.026
C (2.409, 1.837, -2.586)  -0.405
O (2.176, 0.673, -2.159)  -0.217
C (1.435, 2.716, -3.199)  -0.126
C (0.052, 2.388, -3.441)  -0.255
O (-0.586, 1.391, -3.126)  -0.112
C (1.822, 4.003, -3.633)  -0.089
H (5.083, 4.008, -2.787)  0.101
H (4.487, 1.740, -2.031)  0.109
H (-0.470, 3.189, -4.010)  0.114
H (1.076, 4.640, -4.097)  0.105

Calculated values
ΔE to the lowest compared entry with this formula, charge and spin	0.0	kcal per mole
LUMO level	-0.0006	Eh
energy	-120287.853	eV
max |F|	0.417	eV/Å



Entry 2:
# C24H38Cl42N4O3P

A cluster of 15 separate species, C24H38Cl42N4O3P in total in a non-equilibrium geometry (ωB97M-V/def2-TZVPD, the Open Molecules 2025 dataset).

Last column: Löwdin charge in e.
Element x y z (Å)
C (6.013, 3.547, -2.629)  -0.069
C (5.038, 3.520, -1.455)  -0.277
O (4.983, 2.239, -0.797)  -0.204
P (3.876, 1.216, -1.444)  0.608
O (3.562, 1.541, -2.870)  -0.289
C (2.327, 1.460, -0.467)  -0.225
C (1.201, 1.980, -1.380)  -0.166
C (0.654, 0.886, -2.312)  -0.271
C (-0.839, 0.477, -2.230)  -0.081
N (-1.002, -0.183, -3.550)  0.179
C (0.191, -0.173, -4.197)  -0.305
N (0.603, -1.082, -5.068)  0.238
N (0.908, 0.979, -3.757)  -0.017
C (0.325, 2.137, -4.501)  -0.216
N (1.325, 3.190, -4.655)  0.049
O (4.519, -0.252, -1.168)  -0.208
C (3.948, -1.291, -1.977)  -0.271
C (4.524, -1.360, -3.417)  -0.075
H (7.039, 3.387, -2.295)  0.083
H (5.925, 4.526, -3.113)  0.086
H (5.761, 2.801, -3.382)  0.024
H (5.423, 4.215, -0.702)  0.121
H (4.039, 3.877, -1.719)  0.104
H (2.031, 0.554, 0.075)  -0.012
H (2.513, 2.261, 0.257)  0.100
H (0.368, 2.301, -0.744)  0.090
H (1.524, 2.863, -1.929)  0.098
H (1.197, -0.033, -2.035)  0.125
H (-1.516, 1.322, -2.082)  0.123
H (-0.977, -0.188, -1.375)  0.108
H (-1.455, -1.085, -3.402)  0.158
H (0.819, -0.859, -6.026)  0.141
H (0.726, -2.038, -4.769)  0.076
H (-0.607, 2.518, -4.070)  0.133
H (0.075, 1.763, -5.506)  0.122
H (2.225, 2.738, -4.517)  0.056
H (1.209, 3.856, -3.903)  0.064
H (2.851, -1.269, -1.961)  0.087
H (4.227, -2.227, -1.484)  0.108
H (5.126, -0.460, -3.570)  0.024
H (3.672, -1.274, -4.100)  0.059
H (5.090, -2.269, -3.599)  0.018
C (1.157, -1.672, 2.454)  -1.540
Cl (-0.164, -2.257, 1.436)  0.517
Cl (1.588, -2.875, 3.667)  0.567
Cl (2.560, -1.251, 1.462)  0.604
H (0.823, -0.779, 2.963)  -0.038
C (-1.865, 1.602, 2.298)  -1.543
Cl (-2.428, 3.264, 2.432)  0.558
Cl (-2.730, 0.752, 1.011)  0.535
Cl (-0.117, 1.554, 2.010)  0.590
H (-2.077, 1.096, 3.237)  -0.088
C (-5.145, 1.060, 4.850)  -1.534
Cl (-5.885, -0.364, 4.127)  0.533
Cl (-5.939, 1.482, 6.363)  0.509
Cl (-3.408, 0.803, 5.096)  0.569
H (-5.269, 1.890, 4.164)  -0.011
C (1.263, -6.986, 2.986)  -1.562
Cl (-0.472, -6.996, 2.654)  0.514
Cl (1.643, -8.034, 4.352)  0.533
Cl (2.175, -7.471, 1.552)  0.516
H (1.553, -5.975, 3.243)  -0.024
C (-3.794, 4.182, 9.002)  -1.524
Cl (-3.306, 2.897, 7.893)  0.496
Cl (-3.386, 5.767, 8.339)  0.532
Cl (-5.522, 4.074, 9.348)  0.501
H (-3.252, 4.053, 9.930)  0.017
C (7.978, -4.240, -3.588)  -1.570
Cl (7.335, -3.539, -5.077)  0.519
Cl (6.706, -4.397, -2.368)  0.532
Cl (8.733, -5.801, -3.907)  0.543
H (8.742, -3.571, -3.205)  -0.094
C (-1.116, -4.333, -5.771)  -1.558
Cl (-1.188, -5.672, -6.908)  0.551
Cl (-2.714, -3.969, -5.117)  0.537
Cl (0.024, -4.686, -4.458)  0.529
H (-0.763, -3.457, -6.301)  -0.008
C (-7.046, 0.744, 11.850)  -1.557
Cl (-6.097, 1.967, 12.702)  0.520
Cl (-6.648, 0.736, 10.130)  0.490
Cl (-6.794, -0.852, 12.561)  0.536
H (-8.091, 0.999, 11.952)  -0.035
C (-0.538, -9.538, -6.850)  -1.562
Cl (-1.226, -8.775, -8.289)  0.499
Cl (-1.766, -9.718, -5.595)  0.523
Cl (0.180, -11.097, -7.254)  0.539
H (0.243, -8.894, -6.468)  0.006
C (6.917, 0.808, -6.325)  -1.513
Cl (6.905, -0.583, -7.411)  0.533
Cl (5.292, 1.140, -5.724)  0.570
Cl (8.018, 0.538, -4.970)  0.545
H (7.264, 1.670, -6.878)  0.017
C (-9.269, 1.627, 2.241)  -1.535
Cl (-7.953, 2.047, 3.340)  0.495
Cl (-8.906, 0.128, 1.377)  0.527
Cl (-10.790, 1.492, 3.119)  0.545
H (-9.367, 2.423, 1.514)  -0.009
C (10.875, -1.032, -3.204)  -1.540
Cl (9.900, -0.607, -1.792)  0.526
Cl (12.501, -0.368, -3.067)  0.552
Cl (10.932, -2.787, -3.410)  0.585
H (10.407, -0.606, -4.082)  -0.036
C (-9.335, 3.657, 9.273)  -1.523
Cl (-10.670, 4.555, 8.552)  0.539
Cl (-9.946, 2.479, 10.439)  0.559
Cl (-8.369, 2.871, 8.020)  0.453
H (-8.701, 4.359, 9.801)  0.008
C (-9.789, 5.773, 3.655)  -1.526
Cl (-11.520, 5.795, 3.313)  0.536
Cl (-9.427, 4.660, 4.976)  0.494
Cl (-8.874, 5.355, 2.198)  0.522
H (-9.492, 6.768, 3.960)  0.013

Calculated values
net charge	+1
LUMO level	-0.1472	Eh
energy	-572832.058	eV
max |F|	3.241	eV/Å



Entry 3:
# C24H38F4O16

A cluster of 5 separate species, C24H38F4O16 in total in a non-equilibrium geometry (ωB97M-V/def2-TZVPD, the Open Molecules 2025 dataset).

Last column: Löwdin charge in e.
Element x y z (Å)
C (6.508, 3.144, 0.400)  -0.056
C (5.097, 2.551, 0.394)  -0.193
O (4.271, 3.310, -0.532)  0.009
C (3.257, 3.966, 0.025)  -0.124
C (2.164, 3.491, 0.633)  0.063
C (1.763, 2.072, 0.893)  -0.388
F (0.572, 2.110, 1.560)  0.118
F (2.665, 1.421, 1.675)  0.107
C (1.524, 1.211, -0.372)  -0.280
F (1.609, -0.090, 0.013)  0.086
F (0.274, 1.385, -0.807)  0.112
C (1.318, 4.697, 1.022)  -0.350
O (0.151, 4.812, 1.144)  0.220
O (2.256, 5.736, 1.112)  0.133
C (3.102, 5.507, 0.032)  -0.334
O (3.549, 6.316, -0.694)  0.223
H (6.955, 3.123, -0.594)  0.083
H (6.519, 4.149, 0.828)  0.082
H (7.131, 2.509, 1.041)  0.084
H (5.187, 1.546, -0.022)  0.127
H (4.711, 2.543, 1.410)  0.121
H (2.263, 1.344, -1.165)  0.173
C (-1.699, 0.708, -3.306)  -0.060
C (-0.391, 1.094, -3.968)  -0.214
O (-0.302, 0.558, -5.295)  0.039
C (-1.019, 1.197, -6.220)  -0.611
O (-1.700, 2.172, -6.044)  0.125
O (-0.854, 0.560, -7.382)  0.008
C (-1.634, 1.091, -8.454)  -0.034
H (-1.832, -0.375, -3.332)  0.086
H (-1.719, 1.041, -2.270)  0.068
H (-2.548, 1.150, -3.825)  0.075
H (0.440, 0.662, -3.412)  0.110
H (-0.249, 2.175, -3.982)  0.126
H (-1.466, 2.160, -8.575)  0.098
H (-2.692, 0.892, -8.280)  0.085
H (-1.328, 0.586, -9.366)  0.095
C (-5.882, 0.100, -7.237)  -0.062
C (-5.507, -1.074, -8.121)  -0.212
O (-6.633, -1.542, -8.874)  0.039
C (-6.967, -0.794, -9.925)  -0.610
O (-6.404, 0.203, -10.297)  0.122
O (-8.042, -1.342, -10.496)  0.006
C (-8.563, -0.594, -11.596)  -0.041
H (-6.730, -0.159, -6.602)  0.083
H (-5.042, 0.392, -6.605)  0.074
H (-6.177, 0.963, -7.832)  0.076
H (-5.188, -1.909, -7.499)  0.123
H (-4.679, -0.830, -8.788)  0.114
H (-7.792, -0.396, -12.337)  0.095
H (-8.998, 0.340, -11.242)  0.099
H (-9.344, -1.200, -12.050)  0.093
C (1.462, 1.488, 4.515)  -0.056
C (0.995, 0.169, 3.928)  -0.206
O (0.841, -0.818, 4.960)  0.043
C (-0.251, -0.698, 5.712)  -0.602
O (-1.109, 0.136, 5.598)  0.134
O (-0.219, -1.665, 6.637)  -0.039
C (-1.293, -1.605, 7.578)  -0.034
H (2.376, 1.343, 5.095)  0.087
H (1.652, 2.209, 3.726)  0.053
H (0.718, 1.910, 5.189)  0.081
H (1.740, -0.216, 3.236)  0.113
H (0.066, 0.286, 3.370)  0.123
H (-2.257, -1.582, 7.075)  0.099
H (-1.179, -0.733, 8.221)  0.103
H (-1.233, -2.504, 8.188)  0.089
C (2.196, -2.784, 8.028)  -0.057
C (1.503, -4.124, 8.136)  -0.208
O (2.422, -5.216, 7.983)  0.042
C (3.183, -5.478, 9.045)  -0.610
O (3.152, -4.906, 10.103)  0.122
O (3.995, -6.491, 8.730)  0.004
C (4.930, -6.829, 9.755)  -0.044
H (2.758, -2.720, 7.095)  0.090
H (1.474, -1.979, 8.058)  0.059
H (2.907, -2.639, 8.843)  0.078
H (0.781, -4.227, 7.327)  0.119
H (0.957, -4.222, 9.076)  0.124
H (4.425, -7.018, 10.701)  0.095
H (5.664, -6.032, 9.870)  0.098
H (5.437, -7.736, 9.437)  0.092

Calculated values
LUMO level	-0.0381	Eh
energy	-69133.630	eV
SMILES	CCOC1=C(C(F)(F)C(F)F)C(=O)OC1=O.CCOC(=O)OC.CCOC(=O)OC.CCOC(=O)OC.CCOC(=O)OC
max |F|	1.810	eV/Å